(1)
This record from the OMol25 dataset describes an isolated ion of composition C6H7N2O2S and charge +1 in a non-equilibrium geometry. The level of theory is the ωB97M-V functional and the def2-TZVPD basis.

Geometry as XYZ:
```
18
Properties=species:S:1:pos:R:3
S 2.80105 -0.66425 0.29642
O -2.46389 -2.08807 -0.09568
O 3.38432 -1.41043 -0.83957
N 0.67184 0.95346 -0.06422
N -0.19493 -0.98791 0.14627
C -1.23408 -0.06301 0.01989
C 2.99017 1.05949 0.01414
C 1.84252 1.74966 -0.05122
C 0.96631 -0.34556 -0.00417
C -2.69000 -0.68087 0.13690
C -0.65216 1.19826 -0.13034
H -1.10576 2.25295 -0.10775
H 1.61227 2.75509 -0.02355
H -3.00563 -2.56768 0.53927
H 3.96119 1.61506 -0.00555
H -3.17450 -0.67766 1.06191
H -3.14477 -0.16628 -0.73553
H -0.56397 -1.93226 -0.15722
```

E (hartree): -890.66383
HOMO-LUMO gap (eV): 9.22
ΔE to the lowest compared entry with this formula, charge and spin (kcal per mole): 10.3
Largest force on an atom (eV Å⁻¹): 4.23
Spin multiplicity: 1
Total charge: +1
E_HOMO (eV): -13.88

Charges computed using Mulliken, reported in e:
1 S 0.40
2 O -0.57
3 O -0.50
4 N 0.17
5 N 0.01
6 C 0.04
7 C -0.43
8 C -0.18
9 C 0.15
10 C -0.21
11 C -0.43
12 H 0.36
13 H 0.46
14 H 0.32
15 H 0.39
16 H 0.40
17 H 0.26
18 H 0.36

***

(2)
This record from the OMol25 dataset describes a 11-piece molecular cluster, C38H66O27S3 overall in a non-equilibrium geometry. The level of theory is the ωB97M-V functional and the def2-TZVPD basis.

Geometry as XYZ:
```
134
Properties=species:S:1:pos:R:3
S 33.11847 2.95250 -8.73801
S 36.88810 -0.27921 -6.35806
S 29.74541 2.26256 -10.94554
O 29.12045 -6.18985 -4.17864
O 33.81852 1.64590 -13.46873
O 28.94313 2.23854 -9.65841
O 28.20874 -2.49775 -7.38650
O 27.06894 -5.07864 -1.28341
O 30.09518 -5.21619 -2.40946
O 34.47004 0.81120 -11.49182
O 31.29651 -0.37661 -3.74161
O 32.84318 -3.41772 -8.57470
O 30.75631 0.79641 -5.64657
O 29.24970 -7.29573 -2.37574
O 33.11847 -6.59725 -4.09898
O 34.48987 3.49929 -9.08077
O 28.20416 -3.28907 -0.56818
O 37.16061 1.20461 -6.15490
O 35.98249 -8.82202 -11.30114
O 37.95654 -7.94267 -10.96999
O 37.82390 -10.11218 -11.61327
O 32.10468 -2.19639 -6.95354
O 35.91017 1.56259 -12.88860
O 26.79433 -3.69440 -6.04807
O 26.78422 -1.32190 -5.93874
O 33.53323 -6.11961 -1.88249
O 29.26038 0.65303 -4.07079
O 32.51812 -1.22934 -8.99420
O 27.49864 -3.23087 -2.63867
O 33.93190 -8.26888 -2.85977
C 28.62505 1.45258 -5.10506
C 28.57448 1.58261 -12.09151
C 30.98881 0.92038 -11.09903
C 33.32354 -10.22904 -4.22564
C 32.78081 -4.27942 -7.50839
C 37.19841 -6.93974 -10.26878
C 29.27316 -4.13332 -8.90256
C 34.67529 1.31978 -12.66743
C 27.05932 -8.19594 -2.48613
C 28.05193 -3.69209 -8.06338
C 32.46926 -3.40812 -6.31166
C 29.68109 -1.26004 -0.57650
C 29.58681 -6.14005 -2.92676
C 28.33521 -1.88489 -0.89550
C 29.66261 1.30704 -6.23174
C 32.51322 -2.17823 -8.19580
C 27.56603 -4.00013 -1.49880
C 33.58502 -6.94036 -2.87965
C 28.22788 -2.09624 -2.49292
C 35.27313 -0.73531 -5.61298
C 36.75538 0.99848 -11.84414
C 33.31693 1.45806 -7.62717
C 28.40060 2.86094 -4.59797
C 27.49377 -4.56024 -6.93711
C 37.25705 -9.02058 -11.42666
C 35.79113 -7.53219 -10.64811
C 33.17673 -7.72257 -5.02245
C 32.49394 4.00244 -7.38629
C 28.46335 -7.46851 -4.50043
C 33.94878 -8.73859 -4.21698
C 35.73030 0.71680 -10.76412
C 35.78458 -0.72844 -10.03280
C 31.27377 -3.82531 -5.38464
C 34.77164 -7.61998 -9.49301
C 27.20587 -2.37740 -6.44294
C 28.43089 -8.09072 -3.15604
C 30.49437 0.25292 -4.49048
C 37.93343 -1.21144 -5.08976
H 28.43761 0.57039 -11.71103
H 26.76315 -7.50535 -1.69653
H 27.18903 -3.49769 -8.70033
H 30.37281 -3.84073 -5.99795
H 29.62953 -0.89294 0.44853
H 31.43479 3.88826 -7.15553
H 33.82288 0.65148 -8.15778
H 27.65427 1.02402 -5.35407
H 27.41451 -7.40168 -4.78947
H 30.16137 -4.10160 -8.27154
H 36.80908 -0.88488 -9.69513
H 31.23245 0.94534 -12.16117
H 34.99812 -0.10313 -4.76869
H 34.39747 -0.56978 -6.24059
H 33.76269 -10.78901 -3.40001
H 37.29361 -6.94664 -9.18297
H 32.77382 5.04235 -7.55470
H 35.74473 1.55089 -10.06255
H 35.09902 -8.24005 -8.65848
H 27.08234 -9.03265 -1.78793
H 33.92330 -8.08574 -9.99449
H 29.33943 3.34512 -4.32915
H 28.22496 -4.99987 -6.25874
H 34.08277 1.71771 -6.89632
H 38.94165 -1.46049 -5.42078
H 35.47721 -1.29803 -10.90984
H 31.52501 -4.76459 -4.89196
H 29.86462 2.31224 -6.60173
H 35.22023 -6.92183 -11.34785
H 29.17291 -8.02858 -5.10949
H 34.94861 -8.58939 -4.62464
H 38.14991 -0.55740 -4.24511
H 29.27333 0.62786 -6.99021
H 33.76955 -4.73539 -7.45765
H 33.74191 -7.44973 -5.91364
H 29.86024 -0.35676 -1.15966
H 28.93639 1.67385 -13.11561
H 32.24418 -10.16580 -4.08752
H 37.11901 0.12290 -12.38196
H 35.00065 -0.91078 -9.29775
H 27.77346 2.32164 -12.10923
H 29.48191 -3.58126 -9.81895
H 29.21915 -2.26786 -2.91250
H 37.43269 -2.09145 -4.68611
H 33.01129 3.71192 -6.47194
H 33.39213 -3.37961 -5.73235
H 32.35747 0.99627 -7.39414
H 27.90888 3.42213 -5.39256
H 29.01702 -9.00742 -3.22081
H 27.00575 -5.47795 -7.26535
H 32.19700 -8.01703 -5.39866
H 31.12262 -3.20745 -4.49947
H 37.59712 1.59432 -11.49123
H 30.54702 -1.92028 -0.62501
H 31.95076 -4.98052 -7.59546
H 26.14308 -8.32783 -3.06161
H 34.43947 -6.60712 -9.26527
H 33.32072 -10.70919 -5.20419
H 29.21922 -5.11231 -9.37877
H 27.56877 -1.24696 -0.45535
H 37.28222 -5.90161 -10.59028
H 27.83507 -1.24276 -3.04553
H 31.79028 1.18903 -10.41087
H 27.68090 2.92175 -3.78161
H 30.58635 -0.02892 -10.74552
H 35.17733 -1.81879 -5.54224
```

E (hartree): -4713.39673
HOMO-LUMO gap (eV): 8.04
ΔE to the lowest compared entry with this formula, charge and spin (kcal per mole): 150.1
Largest force on an atom (eV Å⁻¹): 7.06
Spin multiplicity: 1
Total charge: 0
E_HOMO (eV): -8.67

Atom charges from the Mulliken analysis, given in e for atoms 1 to 99:
1 S 0.73
2 S 0.70
3 S 0.45
4 O 0.08
5 O -0.65
6 O -0.57
7 O -0.10
8 O -0.59
9 O -0.51
10 O -0.06
11 O -0.67
12 O -0.36
13 O 0.04
14 O -0.37
15 O -0.06
16 O -0.74
17 O -0.36
18 O -0.67
19 O -0.34
20 O -0.35
21 O -0.57
22 O 0.15
23 O -0.37
24 O -0.32
25 O -0.59
26 O -0.59
27 O -0.37
28 O -0.50
29 O -0.27
30 O -0.35
31 C 0.61
32 C -0.95
33 C -0.24
34 C -1.20
35 C -0.63
36 C -0.22
37 C -1.47
38 C 0.61
39 C -1.39
40 C 0.23
41 C 0.95
42 C -1.32
43 C 0.30
44 C 0.51
45 C 0.20
46 C 0.39
47 C 0.43
48 C 0.48
49 C 0.24
50 C -0.54
51 C -0.40
52 C -0.05
53 C -1.72
54 C 0.11
55 C 0.64
56 C 0.33
57 C 0.07
58 C -1.05
59 C -0.53
60 C 0.29
61 C 0.26
62 C -0.82
63 C -0.86
64 C -1.27
65 C 0.47
66 C 0.30
67 C 0.55
68 C -1.00
69 H 0.23
70 H 0.33
71 H 0.50
72 H -0.22
73 H 0.43
74 H 0.28
75 H -0.82
76 H 0.21
77 H 0.30
78 H 0.03
79 H 0.26
80 H 0.46
81 H 0.48
82 H -0.31
83 H 0.35
84 H 0.26
85 H 0.42
86 H 0.29
87 H 0.41
88 H 0.40
89 H 0.39
90 H 0.38
91 H -0.26
92 H 0.74
93 H 0.34
94 H 0.45
95 H 0.04
96 H -0.12
97 H 0.26
98 H 0.36
99 H 0.35